Entry 1:
Computed, not measured: a structure of composition C21H44F2GeN5O5Ti, with ωB97M-V with the def2-TZVPD basis set.

Last column: Löwdin spin population.
Positions of all 79 atoms, in Å:
Ti1 -0.356 0.457 -0.675  -0.001
C1 0.261 3.621 1.235  0.000
C2 -0.597 3.541 -0.005  0.000
C3 -2.065 3.418 0.319  0.000
C4 -0.328 4.690 -0.954  0.000
O1 -0.216 2.280 -0.749  0.000
Ge1 1.463 2.165 -1.955  0.000
O2 0.174 0.388 -2.434  0.000
C5 0.241 -0.045 -3.860  0.000
C6 1.306 -1.119 -3.955  0.001
C7 0.605 1.145 -4.731  0.000
C8 -1.122 -0.569 -4.260  0.000
O3 2.102 0.994 -0.742  0.000
C9 3.511 0.960 -0.306  0.000
C10 3.914 -0.498 -0.244  0.000
C11 4.365 1.717 -1.311  0.000
C12 3.593 1.600 1.066  0.000
H1 0.047 4.558 1.751  0.000
H2 1.323 3.610 0.985  0.000
H3 0.033 2.800 1.911  0.000
H4 -2.379 4.312 0.860  0.000
H5 -2.247 2.557 0.962  0.000
H6 -2.664 3.344 -0.590  0.000
H7 -0.723 5.608 -0.519  0.000
H8 -0.818 4.533 -1.916  0.000
H9 0.742 4.843 -1.118  0.000
H10 2.255 -0.776 -3.540  0.000
H11 1.468 -1.384 -5.001  0.000
H12 0.998 -2.023 -3.428  0.001
H13 1.641 1.461 -4.598  0.000
H14 -0.056 1.993 -4.547  0.000
H15 0.493 0.858 -5.777  0.000
H16 -1.386 -1.477 -3.721  0.000
H17 -1.109 -0.798 -5.326  0.000
H18 -1.898 0.175 -4.083  0.000
H19 3.762 -0.987 -1.210  0.000
H20 3.341 -1.014 0.527  0.000
H21 4.971 -0.580 0.014  0.000
H22 4.276 1.288 -2.314  0.000
H23 5.414 1.663 -1.023  0.000
H24 4.105 2.778 -1.352  0.000
H25 2.929 1.090 1.766  0.000
H26 3.325 2.657 1.022  0.000
H27 4.612 1.531 1.450  0.000
N1 -1.708 0.873 3.284  0.000
C13 -0.429 0.240 3.506  0.000
C14 0.319 -0.170 2.268  0.000
O4 1.366 -0.758 2.304  0.001
O5 -0.281 0.093 1.072  0.000
H28 -1.973 1.454 4.066  0.000
H29 -2.450 0.213 3.094  0.000
H30 -0.456 -0.668 4.118  0.000
H31 0.240 0.922 4.034  0.000
C15 -0.698 -3.171 0.968  0.025
N2 -0.319 -4.589 0.986  0.391
C16 -1.071 -5.427 0.050  0.018
N3 -0.602 -4.803 -1.184  0.384
C17 -1.012 -3.401 -1.327  0.024
N4 -0.300 -2.589 -0.325  0.040
C18 1.166 -2.788 -0.489  0.000
N5 1.569 -4.192 -0.415  0.037
C19 1.146 -4.741 0.872  0.024
C20 0.845 -4.963 -1.422  0.024
H32 -0.163 -2.673 1.768  0.007
H33 -1.773 -3.071 1.107  0.000
H34 -2.143 -5.315 0.176  0.000
H35 -0.773 -6.469 0.114  0.000
H36 -2.085 -3.319 -1.184  0.000
H37 -0.756 -3.059 -2.328  0.007
H38 1.654 -2.233 0.304  0.002
H39 1.470 -2.375 -1.448  0.002
H40 1.614 -4.189 1.686  0.007
H41 1.405 -5.795 0.945  0.000
H42 1.107 -6.017 -1.366  0.000
H43 1.071 -4.585 -2.417  0.007
F1 -2.415 -0.989 -1.603  0.000
C21 -2.433 0.209 -0.880  0.000
F2 -2.988 -0.105 0.331  0.000
H44 -3.118 0.894 -1.372  0.000

As for the expectation value of S²: 0.76. The charge is +2. As for the spin multiplicity: 2. The frontier orbital gap (alpha / beta) is 8.4 / 5.7 eV.

---

Entry 2:
Computed, not measured: a structure of composition C21H44MnN3OP2, with ωB97M-V with the def2-TZVPD basis set.

Last column: Löwdin spin population.
Positions of all 72 atoms, in Å:
Mn1 -0.257 -0.089 -0.092  3.842
P1 -0.083 -2.315 -0.926  0.038
P2 -0.081 2.221 -0.668  0.036
N1 -0.193 0.085 -3.229  0.045
C1 0.012 -2.339 -2.775  0.008
H1 0.616 -3.203 -3.075  0.000
H2 -1.026 -2.503 -3.117  0.000
C2 0.601 -1.125 -3.494  0.002
H3 1.646 -0.912 -3.163  0.001
H4 0.582 -1.392 -4.589  0.001
C3 0.587 1.333 -3.356  0.002
H5 0.549 1.720 -4.414  0.001
H6 1.638 1.096 -3.073  0.001
C4 -0.004 2.446 -2.496  0.008
H7 -1.045 2.633 -2.807  0.000
H8 0.588 3.343 -2.703  0.000
C5 1.419 3.272 -0.176  -0.002
C6 1.951 3.053 1.239  0.000
H9 2.870 3.646 1.360  0.000
H10 2.218 2.011 1.440  0.000
H11 1.251 3.415 2.004  0.000
C7 -1.655 3.140 -0.245  0.021
C8 -1.897 3.297 1.256  0.001
H12 -2.835 3.848 1.405  0.000
H13 -1.099 3.871 1.748  0.000
H14 -2.009 2.334 1.766  -0.001
C9 -1.657 -3.278 -0.622  0.022
C10 -1.905 -3.605 0.850  0.001
H15 -2.835 -4.184 0.929  0.000
H16 -2.037 -2.705 1.462  -0.001
H17 -1.100 -4.215 1.284  0.000
C11 1.415 -3.409 -0.535  -0.001
C12 1.922 -3.339 0.904  0.000
H18 2.832 -3.952 0.979  0.000
H19 1.202 -3.761 1.618  0.000
H20 2.195 -2.324 1.211  0.000
C13 1.577 -0.074 -0.251  0.053
O1 2.736 -0.086 -0.053  0.063
C14 -1.881 4.476 -0.961  0.005
H21 -1.232 5.265 -0.571  0.000
H22 -1.755 4.417 -2.047  0.000
H23 -2.916 4.784 -0.767  0.001
C15 -1.873 -4.524 -1.487  0.006
H24 -2.906 -4.858 -1.332  0.001
H25 -1.744 -4.341 -2.557  0.000
H26 -1.222 -5.349 -1.186  0.000
C16 1.301 -4.879 -0.956  -0.001
H27 2.299 -5.331 -0.861  0.000
H28 0.630 -5.444 -0.293  0.000
H29 0.989 -5.018 -1.997  0.000
C17 1.296 4.779 -0.433  -0.001
H30 0.631 5.267 0.294  0.000
H31 2.294 5.224 -0.301  0.000
H32 0.972 5.030 -1.449  0.000
H33 2.176 2.863 -0.869  0.000
H34 2.182 -2.926 -1.169  0.000
H35 -2.399 2.421 -0.633  0.003
H36 -2.401 -2.523 -0.931  0.003
H37 -0.972 0.124 -3.880  0.001
H38 -1.445 -0.129 1.020  -0.126
C18 -0.078 1.313 5.255  0.000
N2 -0.046 0.445 4.087  -0.006
C19 -0.078 -0.941 4.111  0.001
C20 -0.031 -1.352 2.817  -0.001
N3 0.042 -0.218 1.994  -0.016
C21 0.033 0.840 2.823  -0.011
H39 -0.961 1.110 5.879  0.000
H40 0.821 1.154 5.873  0.000
H41 -0.104 2.362 4.924  0.000
H42 -0.179 -1.518 5.019  0.000
H43 -0.110 -2.362 2.428  0.001
H44 -0.024 1.891 2.557  0.001

As for the expectation value of S²: 6.18. The charge is +2. As for the spin multiplicity: 5. The frontier orbital gap (alpha / beta) is 8.1 / 7.5 eV. The energy above the lowest of the compared OMol25 structures with the same formula, charge and spin is 17.1 kcal/mol.

---

Entry 3:
Computed, not measured: the ion C21H44N5O7 with charge +1, with ωB97M-V with the def2-TZVPD basis set.

Last column: Mulliken charge in e.
Positions of all 77 atoms, in Å:
C1 -3.888 -1.842 3.928  -0.935
N1 -3.532 -0.492 3.521  -0.185
C2 -3.374 -0.321 2.089  -0.639
C3 -2.019 -0.940 1.670  -0.575
O1 -1.768 -0.840 0.281  -0.405
C4 -0.903 -0.161 2.379  -0.786
O2 0.299 -0.805 2.074  -0.284
C5 1.493 -0.054 2.253  -0.968
C6 1.878 0.709 0.965  0.333
O3 2.582 1.882 1.268  -0.716
C7 2.697 -0.154 -0.015  -0.527
O4 2.445 0.108 -1.401  -0.121
C8 1.739 1.258 -1.782  -0.724
O5 0.344 1.103 -1.597  -0.381
C9 -0.541 0.769 -2.662  -0.075
C10 -0.737 -0.767 -2.768  0.317
C11 -1.685 -1.136 -3.903  -1.854
N2 0.602 -1.406 -2.866  0.879
C12 0.649 -2.738 -3.471  -1.041
C13 -0.189 1.425 -4.013  -1.116
C14 1.008 2.358 -3.878  -1.296
C15 2.151 1.583 -3.232  0.069
N3 2.403 0.332 -3.960  -0.648
C16 2.503 -1.667 0.157  -0.338
N4 1.170 -2.029 -0.331  -0.329
C17 2.795 -2.113 1.603  -1.462
C18 2.619 -1.013 2.661  -0.154
N5 3.836 -0.217 2.796  -0.519
O6 -0.913 1.136 1.832  0.005
C19 -2.087 1.846 2.185  -1.370
C20 -3.388 1.175 1.686  1.429
C21 -4.592 1.934 2.254  -2.185
O7 -3.495 1.289 0.277  -0.720
H1 -4.132 -1.826 4.988  0.387
H2 -3.038 -2.507 3.786  0.272
H3 -4.745 -2.245 3.373  0.320
H4 -4.259 0.135 3.848  0.296
H5 -4.175 -0.831 1.517  0.509
H6 -1.981 -2.000 1.930  0.516
H7 -1.270 -0.007 0.165  0.367
H8 -1.074 -0.117 3.468  0.710
H9 1.337 0.697 3.036  0.810
H10 0.947 1.035 0.496  0.634
H11 3.378 1.624 1.758  0.605
H12 3.757 0.072 0.174  0.358
H13 2.008 2.107 -1.139  0.684
H14 -1.493 1.182 -2.307  0.875
H15 -1.186 -1.113 -1.832  0.164
H16 -1.995 -2.173 -3.825  0.475
H17 -1.249 -0.977 -4.885  0.371
H18 -2.576 -0.520 -3.829  0.450
H19 0.953 -1.521 -1.833  0.076
H20 1.279 -0.751 -3.369  0.389
H21 0.380 -2.709 -4.524  0.367
H22 1.660 -3.128 -3.384  0.324
H23 -0.030 -3.412 -2.951  0.384
H24 -1.048 1.981 -4.383  0.431
H25 0.060 0.665 -4.752  0.431
H26 0.762 3.213 -3.248  0.459
H27 1.303 2.729 -4.860  0.452
H28 3.053 2.207 -3.187  0.431
H29 2.561 0.537 -4.942  0.249
H30 3.248 -0.092 -3.589  0.239
H31 3.215 -2.160 -0.516  0.693
H32 1.050 -3.036 -0.267  0.343
H33 0.472 -1.605 0.279  -0.054
H34 2.124 -2.937 1.849  0.340
H35 3.817 -2.488 1.667  0.390
H36 2.333 -1.501 3.608  0.449
H37 3.770 0.374 3.619  0.285
H38 4.639 -0.822 2.931  0.254
H39 -1.978 2.824 1.718  0.454
H40 -2.134 1.951 3.275  0.390
H41 -5.503 1.364 2.088  0.413
H42 -4.478 2.156 3.310  0.463
H43 -4.678 2.870 1.709  0.479
H44 -3.152 0.483 -0.132  0.390

The charge is +1. The frontier orbital gap is 9.5 eV. The energy above the lowest of the compared OMol25 structures with the same formula, charge and spin is 6.5 kcal/mol. Its SMILES is CN[C@@H]1[C@@H](O)[C@@H](O[C@@H]2[C@@H](O)[C@H](O[C@@H]3O[C@H]([C@@H](C)[NH2+]C)CC[C@@H]3N)[C@H](N)C[C@H]2N)OC[C@@]1(C)O.